No. 1
ORCA calculation (ωB97M-V/def2-TZVPD) on C30H44N4P2SiSn as an isolated structure at a distorted geometry.

Results
Energy = -2574.2534 Eh
Lowest unoccupied orbital energy (spin up / spin down) = -8.68 / -9.38 eV
Highest occupied orbital energy (spin up / spin down) = -12.1 / -12.1 eV
Orbital gap (spin up / spin down) = 3.375 / 2.669 eV

```
! wB97M-V def2-TZVPD RIJCOSX def2/J DEFGRID3
* xyz 2 1
Sn 1.85 -2.11 2.14
C -1.34 -4.60 -2.85
C -0.48 -3.56 -2.83
C -0.68 -2.22 -2.14
C -1.11 -2.16 -0.65
C -2.63 -2.12 -0.51
C -3.57 -2.61 -1.35
C -3.46 -3.01 -2.82
C -2.80 -4.40 -3.07
C 0.69 -2.41 3.96
H -1.00 -5.62 -2.64
H 0.58 -3.82 -2.87
H -1.36 -1.61 -2.71
H 0.25 -1.68 -2.26
H -0.57 -2.98 -0.13
H -0.65 -1.22 -0.30
H -2.97 -1.49 0.32
H -4.62 -2.66 -0.98
H -2.93 -2.28 -3.46
H -4.53 -3.14 -3.16
H -3.30 -5.16 -2.46
H -3.01 -4.67 -4.11
H 0.95 -3.40 4.41
H -0.39 -2.23 3.68
H 1.09 -1.68 4.68
P -0.62 2.21 1.78
P 2.09 1.95 -0.46
N -2.31 2.40 1.37
N -0.64 3.51 3.11
N 1.12 2.15 -1.96
N 3.60 2.71 -1.05
C -0.09 3.41 0.49
C 1.42 3.54 0.29
C -3.33 1.53 1.80
C -4.55 2.15 1.60
C -4.29 3.45 1.06
C -2.92 3.56 0.87
C -0.24 3.29 4.43
C -0.18 4.50 5.10
C -0.56 5.52 4.17
C -0.86 4.88 2.98
C 0.29 1.10 -2.41
C -0.48 1.56 -3.47
C -0.16 2.94 -3.67
C 0.76 3.30 -2.67
C 3.85 3.57 -2.13
C 5.17 4.01 -2.08
C 5.76 3.43 -0.90
C 4.78 2.67 -0.28
H -0.42 4.44 0.67
H -0.54 3.04 -0.43
H 1.66 4.39 -0.37
H 1.92 3.70 1.26
H -3.05 0.57 2.19
H -5.49 1.72 1.84
H -5.01 4.21 0.81
H -2.37 4.37 0.42
H -0.06 2.27 4.74
H 0.12 4.63 6.13
H -0.58 6.58 4.36
H -1.23 5.33 2.06
H 0.34 0.17 -1.88
H -1.17 0.96 -4.04
H -0.54 3.59 -4.44
H 1.18 4.28 -2.45
H 3.08 3.81 -2.85
H 5.66 4.65 -2.79
H 6.78 3.54 -0.57
H 4.78 2.13 0.65
C 2.03 -5.58 2.43
Si 1.70 -4.44 0.94
C 3.01 -4.63 -0.44
C 0.32 -5.46 0.14
H 2.59 -5.15 3.26
H 2.60 -6.46 2.10
H 1.08 -5.97 2.79
H 3.25 -5.70 -0.53
H 2.64 -4.30 -1.43
H 3.95 -4.07 -0.26
H 0.80 -6.18 -0.54
H -0.25 -6.04 0.89
H -0.38 -4.88 -0.47
*
```

***

No. 2
ORCA calculation (ωB97M-V/def2-TZVPD) on one molecule with the formula C7H10N4O2 at a distorted geometry.

Results
Energy = -641.9481 Eh
Lowest unoccupied orbital energy (spin up / spin down) = -1.86 / -1.90 eV
Highest occupied orbital energy (spin up / spin down) = -8.8 / -9.0 eV
Orbital gap (spin up / spin down) = 6.928 / 7.132 eV

```
! wB97M-V def2-TZVPD RIJCOSX def2/J DEFGRID3
* xyz 0 1
C 1.48 -1.22 -1.41
C -2.07 0.82 -1.59
C -0.72 0.61 -1.58
C -1.18 -0.06 1.41
C -0.64 1.24 0.67
C 0.85 -1.26 0.93
C 1.52 -0.54 -0.18
N 1.38 -1.84 -2.36
N -0.58 -1.24 0.94
N 0.04 0.99 -0.58
N 2.54 0.42 0.13
O 2.63 0.90 1.26
O 3.24 0.68 -0.85
H -2.71 0.81 -2.40
H -2.74 1.14 -0.80
H -0.08 0.48 -2.43
H -0.80 -0.14 2.51
H -2.19 -0.31 1.28
H -1.46 1.82 0.53
H 0.09 1.71 1.26
H 1.09 -2.32 1.14
H 1.29 -0.84 1.93
H -0.99 -1.83 0.20
*
```

***

No. 3
ORCA calculation (ωB97M-V/def2-TZVPD) on C14H17CoN3O as an isolated structure at a distorted geometry.

Results
Expectation value of S² = 3.856
Energy = -2165.7646 Eh
Lowest unoccupied orbital energy (spin up / spin down) = 0.17 / -1.15 eV
Highest occupied orbital energy (spin up / spin down) = -5.1 / -8.5 eV
Orbital gap (spin up / spin down) = 5.236 / 7.394 eV

```
! wB97M-V def2-TZVPD RIJCOSX def2/J DEFGRID3
* xyz 0 4
C -2.65 -0.33 0.73
C -2.37 0.36 -0.77
H -2.95 -1.35 0.52
H -3.48 0.23 1.16
H -1.87 -0.39 1.52
H -1.47 0.96 -0.98
H -2.45 -0.42 -1.52
H -3.18 1.07 -0.87
C -0.43 -2.45 0.69
C 0.39 -3.57 0.61
C 1.57 -3.53 -0.14
C 1.91 -2.33 -0.76
H -1.36 -2.45 1.26
H 0.09 -4.47 1.15
H 2.20 -4.41 -0.24
H 2.81 -2.22 -1.37
N -0.10 -1.28 0.09
C 1.09 -1.20 -0.59
C 1.42 0.14 -1.02
N 0.53 1.09 -0.58
C 0.73 2.39 -0.91
C 2.73 1.83 -2.16
C 1.80 2.79 -1.71
H 0.01 3.10 -0.50
H 1.89 3.84 -1.98
C 2.54 0.50 -1.79
H 3.22 -0.29 -2.10
H 3.57 2.12 -2.78
Co -0.98 0.39 0.44
C -1.54 2.14 1.16
H -2.11 2.73 0.43
H -0.66 2.70 1.49
H -2.18 1.92 2.02
O 0.89 -0.03 4.26
C 0.43 0.13 3.17
N -0.04 0.29 2.07
*
```

***

No. 4
ORCA calculation (ωB97M-V/def2-TZVPD) on C11H10ClNSTi as an isolated structure at a distorted geometry.

Results
Energy = -2187.8183 Eh
Lowest unoccupied orbital energy = -0.97 eV
Highest occupied orbital energy = -8.3 eV
Orbital gap = 7.308 eV

```
! wB97M-V def2-TZVPD RIJCOSX def2/J DEFGRID3
* xyz 0 1
C -2.26 -0.97 0.15
C -1.65 -1.18 -1.13
C -1.32 0.11 -1.66
H -1.51 -2.13 -1.64
C -1.67 1.11 -0.69
C -2.25 0.42 0.45
H -2.68 0.90 1.33
H -2.73 -1.75 0.77
H -0.95 0.31 -2.66
H -1.58 2.19 -0.80
Ti -0.07 -0.24 0.32
Cl 0.13 -2.25 1.31
C 2.31 0.08 0.52
C 1.82 1.33 -0.05
C 1.37 1.06 -1.39
H 1.87 2.30 0.41
C 1.54 -0.36 -1.65
C 2.16 -0.95 -0.49
H 2.52 -1.96 -0.42
H 2.76 -0.03 1.49
H 1.06 1.80 -2.10
H 1.31 -0.88 -2.56
S -0.15 1.28 2.30
C -0.06 0.25 3.60
N 0.01 -0.41 4.58
*
```

***

No. 5
ORCA calculation (ωB97M-V/def2-TZVPD) on a 9-piece molecular cluster, C19H56N8O9 overall at a distorted geometry.

Results
Energy = -1872.5030 Eh
Lowest unoccupied orbital energy = 0.04 eV
Highest occupied orbital energy = -8.9 eV
Orbital gap = 8.989 eV
SMILES = NC(N)=O.NC(N)=O.NC(N)=O.NC(N)=O.CC(C)O.CC(C)O.CC(C)O.CC(C)O.CC(C)O

```
! wB97M-V def2-TZVPD RIJCOSX def2/J DEFGRID3
* xyz 0 1
N 18.85 -21.65 -19.45
C 18.33 -20.56 -18.99
N 18.57 -20.28 -17.70
O 17.54 -19.76 -19.77
H 18.66 -21.78 -20.49
H 19.12 -22.48 -18.93
H 18.20 -19.37 -17.38
H 19.48 -20.55 -17.27
N 22.42 -18.60 -19.91
C 23.66 -18.22 -19.86
N 23.87 -17.13 -20.57
O 24.65 -18.83 -19.11
H 22.01 -19.43 -19.38
H 21.77 -18.07 -20.48
H 24.86 -16.75 -20.58
H 23.29 -16.70 -21.29
N 19.36 -22.25 -14.39
C 19.28 -23.24 -13.55
N 18.48 -24.20 -13.88
O 20.07 -23.26 -12.48
H 20.22 -21.70 -14.51
H 18.76 -22.29 -15.23
H 18.25 -25.01 -13.34
H 17.85 -24.19 -14.74
N 21.54 -21.05 -18.92
C 21.83 -20.99 -17.67
N 23.06 -20.75 -17.52
O 20.92 -21.25 -16.65
H 20.50 -21.13 -19.15
H 22.22 -21.30 -19.66
H 23.36 -20.76 -16.53
H 23.72 -20.44 -18.22
C 17.36 -17.87 -14.42
C 17.89 -19.28 -14.54
C 19.40 -18.94 -14.66
O 17.97 -19.93 -13.48
H 16.28 -17.80 -14.37
H 17.61 -17.25 -15.27
H 17.61 -17.30 -13.50
H 17.50 -19.83 -15.39
H 19.66 -18.40 -13.77
H 19.56 -18.34 -15.57
H 19.98 -19.87 -14.74
H 18.42 -20.74 -13.65
C 25.50 -19.99 -13.56
C 24.94 -20.92 -14.59
C 24.99 -22.37 -14.13
O 23.76 -20.64 -14.90
H 24.90 -20.17 -12.67
H 25.40 -19.00 -13.87
H 26.53 -20.08 -13.21
H 25.50 -20.81 -15.53
H 25.11 -23.01 -15.02
H 24.12 -22.66 -13.54
H 25.91 -22.66 -13.58
H 23.15 -20.77 -14.20
C 22.14 -17.97 -16.31
C 21.61 -16.64 -15.69
C 22.08 -16.51 -14.26
O 22.09 -15.68 -16.31
H 23.21 -18.09 -16.20
H 21.94 -18.18 -17.36
H 21.73 -18.79 -15.76
H 20.53 -16.57 -15.66
H 23.01 -17.05 -14.10
H 21.36 -16.98 -13.63
H 22.13 -15.49 -13.86
H 22.08 -15.89 -17.26
C 19.87 -18.36 -21.28
C 19.74 -19.14 -22.56
C 20.81 -20.20 -22.58
O 18.73 -19.78 -22.79
H 19.96 -18.98 -20.48
H 18.98 -17.78 -21.19
H 20.70 -17.66 -21.44
H 19.94 -18.43 -23.37
H 20.65 -21.02 -21.84
H 21.78 -19.71 -22.47
H 20.75 -20.78 -23.54
H 17.99 -19.12 -22.73
C 22.44 -24.00 -15.38
C 21.12 -24.46 -15.94
C 21.24 -25.12 -17.36
O 20.54 -25.34 -15.26
H 22.27 -23.70 -14.38
H 22.76 -23.08 -15.93
H 23.26 -24.77 -15.36
H 20.39 -23.65 -16.16
H 21.47 -24.35 -18.06
H 20.28 -25.56 -17.63
H 22.08 -25.81 -17.45
H 19.81 -24.88 -14.78
*
```

***

Looking at molecular weight for the records above, in order, we have 669.45; 182.18; 302.24; 271.60; 540.70 g/mol.